[1]
Molecular formula: C15H23Br12NO3PS
Method: DFT, the ωB97M-V functional and the def2-TZVPD basis

Results
HOMO-LUMO gap in eV: 8.06
Highest occupied orbital energy in eV: -11.869
Net charge: +1
Electronic energy in eV: -884189.4241

Structure (XYZ):
```
56
Properties=species:S:1:pos:R:3:nbo_charge:R:1
C -1.823 -2.060 1.000 -0.64
C -0.488 -1.652 0.382 -0.21
N 0.265 -0.717 1.256 -0.27
C 1.253 -1.288 1.959 0.10
C 1.991 -0.580 2.887 -0.23
C 1.703 0.762 3.120 0.12
C 2.504 1.497 4.152 -0.67
C 0.671 1.374 2.356 0.04
C 0.384 2.836 2.615 -0.48
C 1.431 3.820 2.014 0.11
C 2.413 3.226 1.018 -0.64
O 2.226 4.449 3.016 -0.72
C -0.037 0.609 1.404 -0.13
P -1.385 1.458 0.453 1.79
O -2.487 1.643 1.595 -0.98
O -2.134 0.447 -0.527 -0.99
S -0.829 3.052 -0.446 -0.49
H -2.641 -1.442 0.646 0.23
H -1.780 -1.981 2.087 0.22
H -2.059 -3.093 0.762 0.25
H -0.585 -1.264 -0.625 0.22
H 0.128 -2.542 0.294 0.23
H 1.446 -2.333 1.778 0.24
H 2.774 -1.092 3.431 0.26
H 1.870 1.990 4.884 0.24
H 3.138 0.785 4.675 0.23
H 3.154 2.235 3.689 0.27
H 0.420 2.963 3.698 0.23
H -0.621 3.097 2.313 0.25
H 0.870 4.603 1.502 0.19
H 3.249 2.749 1.528 0.21
H 2.836 4.034 0.424 0.24
H 1.949 2.531 0.325 0.22
H 1.704 4.606 3.807 0.47
H -3.346 1.305 1.300 0.53
H -1.679 0.404 -1.382 0.54
C -0.739 -0.943 -5.094 -0.51
Br -0.596 -0.574 -6.966 0.13
Br 0.544 0.063 -4.059 0.07
Br -2.524 -0.674 -4.425 0.07
H -0.517 -1.989 -4.938 0.23
C -2.494 -4.004 -2.894 -0.51
Br -1.276 -4.335 -4.350 0.10
Br -4.306 -4.378 -3.385 0.13
Br -1.950 -4.968 -1.318 0.08
H -2.438 -2.950 -2.661 0.22
C -5.645 0.184 -6.901 -0.50
Br -4.886 1.846 -6.296 0.09
Br -4.365 -0.878 -7.866 0.10
Br -6.427 -0.806 -5.447 0.09
H -6.440 0.431 -7.589 0.23
C 5.622 -2.559 2.165 -0.50
Br 5.974 -1.149 0.913 0.12
Br 5.260 -1.865 3.925 0.09
Br 4.205 -3.716 1.557 0.08
H 6.512 -3.167 2.240 0.24
```

[2]
Molecular formula: C15H23Br3F3I2N5O2P
Method: DFT, the ωB97M-V functional and the def2-TZVPD basis

Results
HOMO-LUMO gap in eV: 8.26
Energy relative to the best compared isomer or geometry (same formula, charge and spin) in eV: 0.000
Highest occupied orbital energy in eV: -11.648
Net charge: +1
Electronic energy in eV: -271233.7953

Structure (XYZ):
```
54
Properties=species:S:1:pos:R:3:nbo_charge:R:1
C -1.727 -0.728 -5.122 -0.63
C -2.225 0.436 -4.250 -0.73
P -2.534 0.234 -2.439 0.84
C -2.572 -1.593 -2.205 -0.95
C -0.905 0.638 -1.632 0.18
N -0.959 1.136 -0.397 -0.50
C 0.297 1.382 -0.016 0.57
N 0.598 1.909 1.167 -0.11
O 1.914 2.227 1.426 -0.52
C -0.446 2.289 2.132 -0.23
C 0.107 2.720 3.477 -0.50
C 0.757 1.676 4.385 0.26
F 2.103 1.580 4.107 -0.35
Br 0.027 -0.105 4.164 0.05
C 0.696 2.082 5.878 0.59
F 1.410 1.238 6.610 -0.30
F 1.266 3.298 5.968 -0.32
Br -1.091 2.193 6.584 0.05
N 1.176 1.085 -0.995 -0.27
C 2.590 1.154 -1.095 -0.12
I 3.537 -0.614 -0.553 0.24
C 3.152 2.283 -1.525 -0.12
C 2.342 3.493 -1.911 -0.68
I 5.187 2.474 -1.746 0.28
N 0.372 0.587 -2.026 -0.29
Br 1.136 0.042 -3.582 0.39
H -2.569 -1.234 -5.598 0.23
H -1.181 -1.485 -4.561 0.21
H -1.085 -0.363 -5.925 0.22
H -3.219 0.733 -4.601 0.25
H -1.611 1.334 -4.376 0.23
H -1.662 -2.015 -1.775 0.28
H -2.754 -2.086 -3.158 0.25
H -3.402 -1.822 -1.536 0.25
H 2.316 1.443 1.840 0.49
H -1.123 1.441 2.241 0.24
H -1.021 3.116 1.708 0.23
H 0.844 3.516 3.355 0.27
H -0.738 3.145 4.023 0.27
H 2.928 4.403 -1.813 0.25
H 2.038 3.413 -2.960 0.25
H 1.453 3.589 -1.286 0.23
C -0.814 -4.637 -0.703 0.54
O -0.779 -3.887 -1.664 -0.65
N -0.495 -4.254 0.547 -0.42
C -0.543 -5.151 1.683 -0.40
C -0.081 -2.876 0.722 -0.42
H -1.118 -5.692 -0.781 0.13
H -1.246 -4.791 2.437 0.20
H 0.442 -5.254 2.143 0.20
H -0.870 -6.133 1.348 0.22
H -0.878 -2.197 0.410 0.20
H 0.798 -2.673 0.109 0.21
H 0.157 -2.696 1.767 0.21
```

[3]
Molecular formula: C15H23BrN4OP
Method: DFT, the ωB97M-V functional and the def2-TZVPD basis

Results
HOMO-LUMO gap in eV: 5.12
Highest occupied orbital energy in eV: -9.560
Net charge: +1
Electronic energy in eV: -103259.4986

Structure (XYZ):
```
45
Properties=species:S:1:pos:R:3:nbo_charge:R:1
C -4.334 -0.173 -3.692 -0.72
C -3.111 -0.326 -2.855 0.71
O -2.874 0.232 -1.828 -0.48
N -2.085 -1.240 -3.420 -0.82
C -0.673 -0.857 -3.132 -0.44
P -2.379 -2.831 -3.206 1.16
Br -1.817 -3.976 -4.893 0.01
H -5.118 0.298 -3.106 0.27
H -4.081 0.436 -4.566 0.28
H -4.667 -1.135 -4.091 0.23
H -0.558 -0.529 -2.102 0.24
H -0.377 -0.075 -3.832 0.24
H -0.006 -1.705 -3.309 0.23
H -1.674 -3.329 -2.109 0.04
H -3.741 -2.992 -2.985 0.05
N -0.395 2.453 -1.469 -0.51
C 0.311 3.625 -1.395 -0.07
C 0.514 3.908 -0.074 -0.30
C -0.099 2.869 0.681 -0.30
C -0.649 1.981 -0.206 -0.12
H -0.690 2.018 -2.321 0.40
H 0.605 4.155 -2.284 0.22
H 1.033 4.768 0.313 0.24
H -0.136 2.786 1.754 0.23
H -1.208 1.077 -0.046 0.22
N 1.809 -0.059 0.300 -0.52
C 3.103 -0.355 0.623 -0.08
C 3.234 -1.720 0.648 -0.31
C 1.965 -2.271 0.327 -0.30
C 1.109 -1.219 0.126 -0.10
H 1.416 0.868 0.225 0.44
H 3.818 0.427 0.815 0.23
H 4.135 -2.262 0.881 0.23
H 1.709 -3.316 0.278 0.22
H 0.055 -1.197 -0.099 0.19
N 1.948 -0.211 3.941 -0.51
C 2.115 -1.078 4.984 -0.08
C 1.544 -0.515 6.094 -0.31
C 1.012 0.744 5.704 -0.29
C 1.279 0.902 4.371 -0.09
H 2.269 -0.366 3.002 0.42
H 2.623 -2.017 4.849 0.21
H 1.514 -0.954 7.077 0.22
H 0.498 1.452 6.332 0.22
H 1.053 1.709 3.695 0.20
```

[4]
Molecular formula: C15H23ClN2O4S
Method: DFT, the ωB97M-V functional and the def2-TZVPD basis

Results
HOMO-LUMO gap in eV: 8.52
Energy relative to the best compared isomer or geometry (same formula, charge and spin) in eV: 0.055
Highest occupied orbital energy in eV: -8.374
Structure (SMILES): CC(C)CNc1cc(Cl)c(S(=O)(=O)NCC(C)C)cc1C(=O)O
Electronic energy in eV: -50457.1097

Structure (XYZ):
```
46
Properties=species:S:1:pos:R:3:nbo_charge:R:1
C 5.141 1.257 0.693 -0.62
C 4.096 1.908 -0.211 -0.22
C 2.829 2.230 0.576 -0.61
C 3.786 1.007 -1.424 -0.21
N 3.282 -0.285 -1.043 -0.60
C 2.007 -0.681 -0.937 0.36
C 0.929 0.099 -1.409 -0.35
C -0.364 -0.359 -1.332 0.02
Cl -1.646 0.609 -1.909 0.05
C -0.654 -1.607 -0.785 -0.37
S -2.332 -2.214 -0.698 2.32
O -2.281 -3.512 -0.088 -0.95
O -2.967 -2.074 -1.973 -0.93
N -3.018 -1.142 0.385 -0.88
C -4.238 -0.443 0.036 -0.23
C -4.249 0.991 0.578 -0.22
C -4.318 0.997 2.103 -0.61
C -5.430 1.753 -0.017 -0.60
C 0.374 -2.382 -0.307 -0.10
C 1.699 -1.952 -0.361 -0.30
C 2.748 -2.806 0.195 0.79
O 3.937 -2.536 0.232 -0.64
O 2.299 -3.959 0.705 -0.68
H 5.416 1.935 1.497 0.21
H 6.039 1.014 0.130 0.21
H 4.752 0.344 1.138 0.21
H 4.510 2.842 -0.608 0.20
H 2.101 2.741 -0.050 0.21
H 3.065 2.875 1.418 0.21
H 2.375 1.319 0.960 0.21
H 4.711 0.845 -1.986 0.21
H 3.077 1.510 -2.083 0.20
H 3.959 -0.923 -0.630 0.44
H 1.107 1.069 -1.839 0.23
H -3.020 -1.548 1.307 0.41
H -4.271 -0.432 -1.055 0.24
H -5.124 -0.982 0.395 0.18
H -3.319 1.477 0.267 0.21
H -5.217 0.488 2.445 0.20
H -3.451 0.499 2.529 0.20
H -4.341 2.019 2.476 0.21
H -6.368 1.276 0.261 0.20
H -5.444 2.777 0.349 0.21
H -5.364 1.775 -1.101 0.21
H 0.130 -3.344 0.116 0.26
H 3.045 -4.473 1.051 0.50
```

[5]
Molecular formula: C15H23CrN5S3Sb
Method: DFT, the ωB97M-V functional and the def2-TZVPD basis

Results
Spin multiplicity: 2
HOMO-LUMO gap (spin up / spin down) in eV: 4.97 / 4.98
Highest occupied orbital energy (spin up / spin down) in eV: -5.795 / -5.806
Electronic energy in eV: -90843.4761

Structure (XYZ):
```
48
Properties=species:S:1:pos:R:3:nbo_charge:R:1
Cr -0.039 0.212 0.199 0.92
C -3.095 0.022 3.140 -0.67
C -2.220 -0.148 1.941 0.28
N -0.921 0.049 1.963 -0.41
C -0.190 0.298 3.181 -0.24
C 1.080 1.065 2.828 -0.23
N 1.735 0.370 1.716 -0.62
C 2.918 1.036 1.158 -0.22
C 2.503 1.932 -0.005 -0.23
N 1.638 1.203 -0.929 -0.74
C 2.302 0.255 -1.834 -0.24
C 1.962 -1.184 -1.418 -0.24
N 0.570 -1.186 -1.043 -0.50
C -0.352 -1.780 -1.767 0.36
C -0.069 -2.651 -2.946 -0.68
C -1.675 -1.549 -1.261 0.18
C -2.908 -2.051 -1.692 -0.20
C -4.032 -1.761 -0.933 -0.17
C -3.929 -1.100 0.282 -0.21
C -2.667 -0.629 0.670 0.13
N -1.630 -0.746 -0.181 -0.43
H -2.909 -0.761 3.879 0.23
H -4.142 -0.014 2.855 0.23
H -2.893 0.983 3.614 0.24
H 0.081 -0.666 3.634 0.20
H -0.769 0.868 3.913 0.22
H 1.726 1.147 3.712 0.20
H 0.806 2.066 2.492 0.24
H 1.990 -0.555 2.052 0.38
H 3.599 0.266 0.788 0.20
H 3.442 1.631 1.913 0.20
H 3.396 2.318 -0.510 0.21
H 1.931 2.786 0.362 0.25
H 1.196 1.938 -1.523 0.50
H 3.385 0.408 -1.858 0.20
H 1.893 0.416 -2.833 0.25
H 2.561 -1.481 -0.549 0.19
H 2.190 -1.869 -2.237 0.21
H 0.577 -3.485 -2.664 0.23
H 0.416 -2.078 -3.736 0.26
H -0.995 -3.055 -3.343 0.23
H -2.984 -2.612 -2.609 0.23
H -5.002 -2.099 -1.271 0.23
H -4.789 -0.945 0.914 0.23
S 0.582 3.610 -2.571 -0.89
Sb -1.527 2.793 -1.851 0.94
S -0.778 2.402 0.448 -0.72
S -0.812 0.664 -2.658 -0.74
```

electronic energy of number 5 (C15H23CrN5S3Sb)? -90843.4761 eV

Look up the electronic energy of the fourth one. -50457.1097 eV

Which of these has the highest electronic energy? C15H23ClN2O4S